113
Properties=species:S:1:pos:R:3 method="wB97M-V/def2-TZVPD" multiplicity=1 lumo_energy_ev=0.197 smiles="[H]/N=C/C[C@@](CC(=O)I)(O[C@](N)(I)[C@](CCCSC(=S)N(CC)CC)(C[C@H](C)Br)NOC[C@@H](C)O)c1ccccc1.CCOS(C)(=O)=O.CCOS(C)(=O)=O" homo_energy_ev=-7.65 charge=0 max_force_ha_per_bohr=0.0349 total_energy_ha=-7026.258217
H 8.99991 4.30130 -1.29271
S 3.57776 -2.64527 -3.87803
H 9.17289 4.72834 1.18134
H -3.84071 1.86095 2.36140
H 9.81356 -0.04507 -1.14169
C -3.42532 2.27852 0.27871
H -0.98701 -4.09857 -2.75383
C -4.52221 1.34537 -0.24895
O 8.51154 1.49206 1.73488
H -0.47685 -2.26665 7.67798
H 5.29782 0.23782 -1.68369
C 4.86576 -0.31918 -2.49182
H 9.48378 -0.82735 0.43255
C -1.41562 3.96698 1.33565
H -1.24831 3.16586 -3.97444
C -6.97236 0.84116 0.15659
C -1.86980 1.23613 -4.74047
O -1.00277 -4.77184 6.51099
H -2.62488 0.38163 2.84580
C -2.04589 -2.49157 -1.91946
H -5.52395 0.96240 1.59827
H -2.30405 -2.09143 -2.89389
N -1.48159 -0.17846 -1.41158
C 3.14829 -0.21794 -0.75231
C -1.45889 -1.76148 0.38824
H 5.66718 0.24018 -4.43953
O -1.36795 0.66105 -5.95698
H -2.71274 3.22540 -4.91589
H 7.61505 3.94393 1.42246
I -4.50913 -2.90020 0.53160
H -6.81938 2.88941 -1.98894
O -1.79655 -3.39434 4.64772
H 0.97206 -4.84669 6.86546
C -3.26210 -5.35348 5.57764
C -1.59598 3.85272 -0.04432
S -2.22028 -3.97410 5.88678
H -5.99999 4.87582 -1.59310
C 3.08659 -1.92854 -2.48616
O -2.11978 0.35240 -2.56291
O -7.03322 -0.16086 -0.46578
O 7.33388 0.98111 -0.37019
C 3.96286 -0.82126 0.37666
H 2.09265 -0.34638 -0.59333
H 4.93603 -0.35161 0.45310
H 3.43098 -0.67827 1.31052
H 0.35208 -1.54145 -2.79832
C -1.74200 2.75142 -4.84568
H 0.50430 -3.56160 5.75790
C -1.13913 0.62407 -3.55391
H -2.80927 -3.23014 -1.69814
C 0.48960 -2.59600 -2.61124
C -2.18946 -1.34720 -0.89821
C -4.96916 1.74693 -1.66450
H -2.62720 -1.24760 3.43199
H -0.51591 -3.80340 -1.13162
N -5.28889 4.15746 -1.47816
H -3.56240 -0.83042 2.01179
H 3.94546 0.59925 -4.21356
O 9.23373 2.52425 -0.38803
H -1.76206 -2.76801 0.64687
H -5.59194 0.99765 -2.11262
C -2.63545 -0.65138 2.52797
Br -0.28403 0.64451 1.50656
N -4.47719 -1.18448 -1.96174
C 0.24493 -4.05673 6.69438
H 4.11180 -1.88620 0.22797
H -0.63600 4.60140 1.72144
H -1.45658 0.56301 -0.71589
H -0.09144 -3.59268 8.77040
S 8.55130 1.28460 0.32148
H 7.48821 3.43716 -1.03814
C -3.74624 -1.11070 -0.75808
H -0.75028 -1.57910 2.32746
H -0.96983 4.40451 -0.72515
C -5.77438 3.01390 -1.71235
C 9.78121 0.09286 -0.06507
S 1.88706 -2.79079 -1.47527
H 3.32397 0.85426 -0.76191
H -2.01012 0.04220 -6.29474
H 5.47008 -1.20356 -2.64407
C 4.91545 0.57171 -3.73650
C -3.23612 2.40932 1.65926
H -0.38320 1.29262 -3.15182
H -2.91144 0.94759 -4.63928
H 7.70601 5.43304 0.47520
I -8.81761 1.90088 0.63323
C -5.75016 1.50400 0.68284
O -4.09934 -0.02147 0.02105
H -2.70006 2.97068 -1.63037
H -4.13399 1.85538 -2.33321
H -1.16528 2.99561 -5.72624
H -5.92826 2.53223 0.95420
H 5.16211 1.59075 -3.45713
H -4.59676 -2.15215 -2.22435
H -2.79476 -5.98855 4.83109
H 1.21326 -2.67045 7.99911
C 0.21605 -3.08657 7.85591
H 10.73456 0.44197 0.32062
C -2.59522 3.02287 -0.56530
O -2.81582 -3.13953 6.88296
H -3.41970 -5.88570 6.51120
C 8.43263 3.71878 -0.57104
H -0.42013 -1.85437 0.09031
C 8.21876 4.49973 0.70778
N 3.49851 -0.69518 -2.09915
C -0.75501 -3.29734 -2.06208
H -2.12907 3.32058 3.25585
H 0.79783 -3.06198 -3.53800
H -0.66669 -0.29348 -3.88481
H -5.41874 -0.88910 -1.73379
C -2.24855 3.24744 2.18729
C -1.39397 -0.97754 1.70483
H -4.20134 -4.94984 5.20622

=====

120
Properties=species:S:1:pos:R:3 method="wB97M-V/def2-TZVPD" multiplicity=1 lumo_energy_ev=0.087 smiles="CNC[C@@]1(CC(=O)I)[C@@](CCN)(CCCS)C(=O)O[C@@]1(CC(=O)N(C)C)C(F)(F)C(F)(F)C(F)(F)C(F)(F)F.CCOP(=O)(OCC)OCC.CCOP(=O)(OCC)OCC" homo_energy_ev=-8.89 charge=0 max_force_ha_per_bohr=0.0780 total_energy_ha=-4637.501067
C -0.58159 -4.74957 -2.98329
O -2.90680 6.66928 -2.94680
H 0.79175 1.91958 -1.35857
H -2.73989 -2.36311 1.95436
H 6.49813 -3.47419 8.28403
H -6.30649 7.32159 -5.96167
C 5.86434 -3.15261 4.12145
H -0.97882 -4.10345 0.07932
H 0.65024 -2.51443 8.02446
C 4.35288 -3.18955 4.22369
O 3.87781 -2.91362 5.55156
C 2.88065 -3.09090 0.70650
P -4.31556 7.04265 -3.09474
H -3.50562 -0.10779 -0.57225
O 3.17493 -1.64247 7.51837
H 3.81577 -0.10481 -0.85493
H 3.24620 1.50181 -0.47679
H -3.85359 3.32329 -0.80117
H 1.97449 2.08431 -2.63018
C -0.33388 -0.39582 -0.81304
F 0.17745 -6.51419 -5.51040
H -4.53888 9.61734 -0.73150
C 2.16962 -2.93090 -2.03523
O -4.80630 7.98477 -1.89943
C -4.55426 4.47011 -2.49106
O 3.28175 -0.45563 5.35498
C 0.75495 -1.60458 7.43146
H -4.14319 -1.31368 1.98734
H 0.79068 -1.90353 6.38344
O -1.01327 -1.27493 -1.61906
C 1.13202 -2.27896 -1.07646
C -4.46797 10.25266 -2.78366
F -0.91403 -5.42288 -1.87831
H 4.77878 -3.30515 8.59882
F -0.18707 -2.54542 -3.78467
H 2.03376 -0.69683 8.89844
C -0.78525 -3.22178 -2.78598
H 0.45705 1.55022 -4.36788
H -0.86906 1.21541 -3.27168
H 6.18009 -3.48136 3.13062
C -7.54541 7.07096 -4.23578
O -3.28247 -4.14437 -0.86535
C -6.24066 6.87420 -4.96995
C 1.45210 0.02035 -2.32404
P 4.01429 -1.43931 6.15391
N -3.64401 -2.10292 0.08564
H 6.24762 -2.14332 4.28380
H -3.56216 -1.31654 -1.90082
C 5.74881 -2.83786 8.75684
O 3.61969 -2.24329 1.07353
F 0.70524 -5.05143 -3.25974
C 1.08320 1.52661 -2.33087
H -6.00118 5.82337 -5.11764
H 5.95034 -2.79722 9.82789
F -1.79648 -7.32098 -5.35096
C 4.63645 -3.04750 -2.20188
C -1.26519 -3.09205 -0.20827
N 3.43725 -2.19004 -2.14032
H 2.36353 -3.96928 -1.76511
C 2.01720 -0.86502 7.81907
H -5.01121 -0.90158 -0.96151
O -0.90883 0.41093 -0.15071
S -0.33624 3.59008 -3.52615
C -3.26714 -1.58334 1.39723
C -4.40419 4.24410 -1.00149
H 0.87384 -0.44880 -3.12619
H -7.83026 8.12393 -4.24331
H -4.03010 9.94374 -3.73456
C -3.92881 -1.05666 -0.91286
F -2.66473 -5.59878 -3.76011
C -0.82407 -6.70434 -4.66508
C 1.87301 -0.00173 0.17780
H 4.77992 -0.13220 1.23304
H 6.31721 -3.79895 4.87398
H 0.95753 -2.42465 1.11923
N 4.07018 0.58314 1.17135
H 5.17407 -0.74341 8.72177
F -0.47332 -7.50921 -3.67202
H 1.87591 -0.56456 1.11099
H 3.90422 -2.48412 3.52262
F -1.40641 -4.52385 -5.20839
H 2.06684 0.11194 7.34009
H 5.19705 -2.98807 -1.26735
C -2.80337 -3.14790 -0.37931
H -8.33309 6.49235 -4.71952
H -3.87970 5.07865 -0.53504
I 3.65916 -5.15304 0.69015
H -7.47050 6.76178 -3.19503
H 1.78325 -3.00227 -3.05014
H -3.08809 9.09927 -1.58600
H 5.29184 -2.65968 -2.98564
H -4.05927 11.22952 -2.52420
O -5.16255 7.56246 -4.30947
C -1.42304 -5.34921 -4.15333
H -5.54388 10.34507 -2.93372
O -5.18097 5.72358 -2.75432
F -2.10209 -3.02851 -3.02664
H -5.20220 3.70023 -2.91654
C 5.79714 -1.44614 8.17262
C 1.14974 -0.71417 -0.98519
H 2.49385 -0.07533 -2.60752
C -4.16552 9.25098 -1.68648
H 4.41824 -4.08495 -2.46957
H 3.41889 -1.68954 -3.01529
H -0.12478 -0.98010 7.59143
C -0.43097 -2.59295 -1.40431
H -2.57987 -0.72976 1.33437
H 6.81667 -1.06336 8.22120
H -5.38456 4.17442 -0.52798
H 3.98860 -4.18596 3.97601
O 5.45719 -1.45614 6.77489
C 1.42037 -2.97397 0.29580
H -1.34937 3.77291 -2.67034
H 4.50371 1.49097 1.24670
C 0.02734 1.82503 -3.40137
H 1.31317 0.90163 0.42012
H -3.59660 4.39937 -3.00506
H 1.05198 -3.99523 0.25987
H -1.04998 -2.46093 0.65413
C 3.31490 0.48204 -0.08365

=====

105
Properties=species:S:1:pos:R:3 method="wB97M-V/def2-TZVPD" multiplicity=1 lumo_energy_ev=-1.810 smiles="COCCCCCCCCCCC1=C([PH2]=O)C(=O)C=CC1=O.CCOC(C)=O.CCOC(C)=O.CCOC(C)=O.CCOC(C)=O" homo_energy_ev=-9.30 charge=0 max_force_ha_per_bohr=0.0878 total_energy_ha=-2536.833348
H -2.54642 1.79936 3.04213
H -10.32919 -5.14663 3.52020
H 3.67929 5.71592 -1.97662
C -5.86550 0.22602 -0.64112
H 9.96424 3.83003 1.15119
H 6.86727 3.96577 0.39506
H 8.74295 2.07186 -1.25745
C 0.32805 2.93889 1.08341
C -2.00206 1.10477 0.80995
H -8.92941 -2.00334 5.64672
O 1.35970 3.60236 1.39548
H -0.82339 0.87945 -3.19041
C 6.50936 3.38496 -1.72268
C 10.01760 3.27839 0.14774
C 9.33692 0.45149 -4.41074
C -1.83342 1.90216 2.16105
H 7.16428 2.97058 -2.57881
H 5.32459 4.31712 -3.41031
H 0.27473 2.55784 -2.54405
O -10.03694 -2.48340 2.01987
C 5.60556 4.56469 -2.32020
C 9.55367 -0.99493 -4.74901
C -9.43056 -0.61685 3.33628
H 10.74230 0.56003 -8.37731
H -7.35826 -7.23631 5.56804
H -8.69762 -4.52152 3.21096
H -9.26534 -6.34321 1.62703
H -10.79137 -1.27241 7.18026
O -6.84393 1.57393 1.03652
O -2.97455 0.26022 -2.25587
C -9.93700 -2.41568 5.56390
H 11.62619 2.17227 1.31325
H 11.51968 0.44973 -5.98202
H 4.56425 5.18160 -0.44609
H -9.54686 -7.46987 2.93572
O -7.56777 -6.86746 2.61436
C 10.03070 0.69263 -7.55990
C -7.62123 -7.97338 4.80788
H 3.70613 2.75552 -2.19512
O -2.95711 0.28257 0.73119
C -9.26697 -5.39179 3.54283
H -11.04085 -0.54839 5.58201
C 8.57625 2.70804 -0.32546
H 9.65585 -1.55555 -3.81833
C -10.99544 -1.49103 6.13010
C -0.73987 2.78544 2.27463
C 3.37025 3.50088 -1.38438
O -7.92667 -0.30362 0.58970
H 11.46236 -0.65301 -0.69131
H -11.98403 -1.95094 6.05099
C 0.98144 2.48343 -1.63468
C -8.22963 -1.42392 -0.25835
C 1.82626 3.86186 -1.63910
H 8.68847 -1.36676 -5.29991
O -10.23692 -2.77119 4.20516
C 11.05685 2.03533 0.32224
H -5.51487 1.15138 -1.09988
H -8.92573 -0.44982 4.28664
H 9.66570 -0.69708 -1.08138
H -9.28141 -1.65814 -0.08833
H 5.92286 2.50348 -1.29876
H 8.15693 2.07371 0.53572
C 0.09476 2.25994 -0.32897
H 11.82915 2.09841 -0.52406
C -6.92662 -7.62444 3.52314
C -8.97637 -6.58248 2.65249
H 3.52266 3.02460 -0.36112
O 8.68757 0.77169 -3.44190
H 10.46136 -1.18300 -5.32004
O -5.78023 -7.95564 3.32810
H 11.24404 2.09868 -6.49702
H 10.68724 0.70731 -1.74841
C 10.74362 1.14787 -6.30265
H 9.50199 -0.24951 -7.40406
H 7.98696 4.89296 -0.84675
O 10.35933 0.76928 0.37132
H -8.70285 -0.38004 2.55800
H -8.70440 -8.03961 4.71958
C 7.49802 3.90179 -0.56043
H -9.93653 -3.35049 6.12901
H -8.97663 -5.58337 4.57842
C 10.53697 0.00931 -0.85004
H -0.61588 3.35452 3.26427
H -7.27934 -8.95873 5.12845
H -8.13886 -1.15315 -1.31245
C -1.01972 1.35800 -0.44111
H 1.62985 1.55675 -1.81765
C -7.38570 -2.62637 0.11101
O 9.80784 1.39914 -5.24191
C -6.92102 0.56591 0.36923
C -9.89655 -2.02820 3.13449
H -7.52472 -2.87873 1.16527
H 6.18576 5.55244 -2.36079
H -5.03172 -0.26275 -0.13663
H 10.44430 3.99965 -0.63717
H -7.66179 -3.48992 -0.49748
H 1.40206 4.62855 -0.90669
H -0.95536 -0.95241 -1.78400
C 4.25709 4.83920 -1.49692
P -1.45824 0.39059 -2.00788
H -6.22130 -0.40222 -1.45592
H 9.28153 1.42975 -7.86030
H -10.28413 0.05737 3.24929
H -6.32100 -2.42922 -0.02914
H 1.77650 4.32910 -2.69113

=====

103
Properties=species:S:1:pos:R:3 method="wB97M-V/def2-TZVPD" multiplicity=1 de_lowest_kcal_mol=355.1 lumo_energy_ev=-1.643 smiles="CC[C@@H](I)C1=C(CCCNCc2ccccc2O)C(=O)OC1=O.CCOCC.CCOCC.CCOCC.CCOCC" homo_energy_ev=-8.40 charge=0 max_force_ha_per_bohr=0.1872 total_energy_ha=-2247.137851
H -0.93019 2.89994 3.46304
C 0.35493 4.51702 6.06688
H 1.02422 -7.95785 -5.20970
H -8.32825 -0.96276 4.43962
H 0.93961 -4.39565 -6.19553
H -8.69045 -3.42116 2.97654
O 1.98048 -3.45859 -2.34702
H -0.91102 -7.77497 -7.59510
H 1.67852 4.43185 -1.51606
H -1.83734 3.35560 4.89324
C 5.97542 2.79781 -1.75454
C -1.00210 3.65690 4.25239
H -2.12610 2.63790 -0.13618
H 0.36854 5.54517 5.69414
H -3.29090 1.80522 -1.19701
H -1.61412 0.49604 3.33017
H -1.35025 5.80493 4.35400
H -0.93477 -9.02619 -6.33073
C -2.11661 0.48237 0.04478
H -2.19191 4.98393 3.03352
H 3.05929 0.79214 -1.18511
H -6.83981 -0.04184 4.37612
C -7.11174 -1.06798 6.23294
C 7.22628 1.23320 -3.89015
H 7.01316 0.53602 -4.82972
H -6.75521 -3.60404 5.36194
H 0.70637 -0.78191 -0.09028
O 1.18339 -6.38051 -6.54899
H -7.61939 -0.22741 6.71717
H 1.38925 -8.37528 -6.87359
C -0.70332 4.33841 7.14390
H -2.80119 -0.36378 -0.06296
C -3.35769 -0.48969 2.57557
I 4.64024 -1.47683 -1.02348
H 1.72937 -5.39885 -4.06459
H -0.53305 5.04073 7.96639
C 8.71025 1.70563 -3.37520
C -7.00128 -3.36035 4.32312
C 5.92465 1.78421 -3.05642
C -7.27219 -0.98543 4.72323
C 1.09955 2.67671 -2.85170
H -8.71420 -4.67238 4.24092
C 1.79512 1.74744 -4.00173
C -2.27777 0.57270 2.46130
H 0.16004 -4.58122 -3.85447
H 1.33939 4.33703 6.50986
H -1.34773 -7.35192 -5.94037
O -6.59604 -2.02670 4.02265
H 9.66682 1.34761 -3.95180
C 1.02345 -0.80764 -4.97812
H -6.39018 -4.02147 3.69805
C -0.68825 -7.98107 -6.54239
C 2.03699 -0.77724 -2.66528
O 0.22147 3.60142 4.98240
H -0.67715 3.31633 7.54077
C 8.78252 2.68150 -2.04419
H 1.55275 1.38797 1.25539
C -2.83180 1.80103 -0.20306
C 1.69643 -2.35563 -3.04702
H -0.44002 5.27845 2.93903
H 4.18737 2.45074 -0.33123
H 0.24601 -6.34358 -3.93366
C 1.85757 -0.67529 0.09490
H -1.34475 0.35332 -0.72032
C 1.65863 0.12897 -3.78109
H 0.25672 2.06011 -2.30114
H 7.52127 3.47721 0.74809
H 9.87241 2.97452 -1.67611
C 4.53461 3.29043 -1.06732
H -2.91043 -1.48973 2.58956
C -1.26246 5.00916 3.61088
H 3.31411 0.59813 1.36183
O -1.45516 0.42356 1.30623
H -1.70989 4.51345 6.75950
C 2.10886 3.34704 -1.75855
H 1.21322 1.98668 -5.01719
O 1.06816 -2.15492 -4.36213
H 1.89084 -0.10224 2.41060
O 0.60535 -0.42072 -6.19236
H -9.12716 -2.99811 4.63127
N 3.53473 3.55017 -2.21143
H -2.70825 1.57915 2.49006
H -0.54882 -5.31657 -6.13202
C 2.73908 -0.33027 -1.25499
H 0.56934 3.58011 -3.42391
H -3.62120 1.98063 0.52916
C 0.77815 -7.71416 -6.24852
C -8.46768 -3.62726 4.02925
C 2.14552 0.38290 1.35258
H -4.05551 -0.45636 1.73587
H 4.86716 1.43124 -3.41177
H 2.92051 1.97232 -4.22752
C 7.46152 3.25398 -1.22271
H -6.05005 -1.04504 6.50706
C 0.50724 -5.33924 -5.84841
H 4.68891 4.26748 -0.40193
C 0.66769 -5.42179 -4.33870
O 7.60660 4.13093 -0.02700
H 3.63531 4.58025 -2.39918
H -7.53342 -1.98977 6.63799
H -3.93252 -0.35061 3.49649
H 2.05388 2.72301 -0.76300
H 2.22003 -1.73670 0.50424